No. 1
C23H26F6N3OS as an isolated structure in a non-equilibrium geometry. Source: the OMol25 dataset; level of theory: ωB97M-V with the def2-TZVPD basis set.

Atoms and positions in Å:
C1 -2.361 -0.575 4.105
O1 -1.732 -1.074 2.914
C2 -0.383 -0.930 2.806
C3 0.180 -1.907 1.814
C4 1.550 -2.209 1.844
C5 2.087 -3.127 0.940
C6 1.268 -3.788 0.019
C7 1.852 -4.804 -0.918
C8 -0.098 -3.486 -0.006
C9 -0.647 -2.556 0.871
H1 -3.430 -0.743 3.958
H2 -2.012 -1.135 4.987
H3 -2.170 0.501 4.255
H4 0.147 -0.968 3.771
H5 2.172 -1.697 2.580
H6 3.155 -3.346 0.949
H7 1.058 -5.307 -1.477
H8 2.537 -4.340 -1.639
H9 2.423 -5.563 -0.370
H10 -0.740 -3.997 -0.725
H11 -1.713 -2.332 0.860
F1 5.629 3.454 -6.777
C10 4.270 3.354 -6.618
F2 3.781 4.623 -6.510
F3 3.773 2.824 -7.782
C11 3.918 2.493 -5.433
C12 3.143 3.003 -4.400
C13 2.800 2.176 -3.314
N1 1.929 2.706 -2.356
C14 1.471 2.121 -1.187
S1 2.003 0.676 -0.532
N2 0.512 2.887 -0.581
C15 -0.246 2.397 0.580
C16 0.733 1.976 1.677
C17 1.369 3.151 2.446
C18 1.421 2.678 3.905
C19 0.688 1.315 3.942
N3 0.118 1.161 2.648
C20 3.286 0.875 -3.259
C21 4.055 0.384 -4.311
C22 4.507 -1.051 -4.266
F4 5.728 -1.224 -4.853
F5 4.602 -1.519 -2.981
F6 3.623 -1.872 -4.923
C23 4.376 1.175 -5.409
H12 2.789 4.032 -4.430
H13 1.583 3.648 -2.547
H14 0.054 3.606 -1.138
H15 -0.871 3.220 0.951
H16 -0.897 1.550 0.301
H17 1.567 1.355 1.191
H18 2.360 3.380 2.034
H19 0.740 4.046 2.347
H20 2.456 2.561 4.245
H21 0.919 3.393 4.567
H22 1.424 0.533 4.194
H23 -0.089 1.304 4.721
H24 -0.332 0.284 2.280
H25 3.075 0.222 -2.405
H26 4.973 0.775 -6.222

Values from the calculation:
LUMO level in eV: -4.89
Charge: +1
HOMO level in Ha: -0.389
Calculated total energy in a.u.: -2128.60592
Relative energy (zero: lowest compared OMol25 entry of this formula, charge and spin) in kcal/mol: 58.10

Results of the Löwdin charge analysis, in e, for atoms 1 through 4: atom 1 (C): -0.009, atom 2 (O): -0.069, atom 3 (C): -0.100, atom 4 (C): -0.173

No. 2
A 2-piece molecular cluster, C23H26FN2O4 overall in a non-equilibrium geometry. Source: the OMol25 dataset; level of theory: ωB97M-V with the def2-TZVPD basis set.

Atoms and positions in Å:
C1 4.309 2.171 -2.711
C2 3.130 2.046 -2.875
C3 1.714 1.891 -2.722
C4 0.893 2.981 -2.454
C5 -0.481 2.823 -2.257
C6 -1.301 4.062 -1.944
C7 -1.338 5.012 -3.114
O1 -1.393 6.190 -3.067
F1 -1.314 4.376 -4.300
C8 -1.077 1.577 -2.320
C9 -0.261 0.507 -2.624
C10 1.094 0.651 -2.822
C11 1.659 -0.697 -3.118
O2 2.791 -0.931 -3.422
N1 0.616 -1.647 -2.967
C12 0.427 -2.599 -4.030
C13 1.273 -2.840 -5.030
C14 -0.600 -0.934 -2.756
O3 -1.718 -1.353 -2.671
H1 5.352 2.224 -2.518
H2 1.318 3.973 -2.373
H3 -2.321 3.770 -1.701
H4 -0.869 4.585 -1.096
H5 -2.133 1.421 -2.148
H6 -0.473 -3.188 -3.938
H7 0.853 -3.171 -5.970
H8 2.348 -2.781 -4.963
C15 0.828 -2.438 3.821
C16 0.786 -0.971 3.320
C17 -0.006 -0.100 4.300
C18 -1.515 -0.335 4.251
C19 -2.034 -0.203 2.819
C20 -1.281 -1.094 1.831
N2 0.197 -0.907 1.948
O4 0.542 0.198 1.370
C21 -1.675 -2.563 2.070
C22 -1.729 -0.787 0.410
C23 2.236 -0.499 3.296
H9 0.028 -2.669 4.524
H10 0.773 -3.144 2.994
H11 1.766 -2.643 4.336
H12 0.189 0.955 4.082
H13 0.366 -0.279 5.312
H14 -1.767 -1.316 4.661
H15 -2.017 0.396 4.888
H16 -3.098 -0.448 2.784
H17 -1.946 0.843 2.508
H18 -1.083 -3.230 1.442
H19 -2.723 -2.707 1.807
H20 -1.571 -2.884 3.103
H21 -1.598 0.263 0.152
H22 -2.790 -1.013 0.300
H23 -1.195 -1.389 -0.319
H24 2.826 -1.083 2.588
H25 2.668 -0.624 4.288
H26 2.323 0.553 3.031

Values from the calculation:
LUMO level (alpha / beta) in eV: -0.29 / -4.09
Spin multiplicity: 2
HOMO level (alpha / beta) in Ha: -0.226 / -0.315
Calculated total energy in a.u.: -1402.09096

Results of the Löwdin charge analysis, in e, for atoms 1 through 4: atom 1 (C): 0.161, atom 2 (C): -0.059, atom 3 (C): -0.140, atom 4 (C): 0.060